Record 1
115
Properties=species:S:1:pos:R:3:mulliken_spin:R:1 method="wB97M-V/def2-TZVPD" total_charge=+1 spin_multiplicity=6 gap_ev="8.009 / 5.812" max_force_ev_per_a=1.53 s_squared=8.7713
Co 0.71 0.66 0.51 2.470
O -1.76 0.62 2.15 0.017
S -1.39 -0.19 0.97 0.023
C -2.97 -0.39 0.07 0.060
C -3.82 -1.39 0.48 -0.005
C -5.18 -1.43 0.14 0.000
C -5.69 -0.40 -0.61 -0.001
C -7.09 -0.10 -1.07 0.000
C -6.97 1.23 -1.85 0.000
C -5.50 1.57 -1.83 0.002
C -4.80 2.60 -2.39 0.003
C -3.41 2.62 -2.22 -0.004
C -2.71 1.69 -1.46 0.064
P -0.89 1.80 -1.43 -0.002
C -0.59 3.30 -0.41 0.072
C 0.87 3.74 -0.40 0.098
C 1.13 5.14 -0.12 0.047
C 0.15 5.96 0.33 0.048
C -1.22 5.53 0.36 0.027
C -1.59 4.31 -0.08 0.081
C -0.55 2.41 -3.13 0.014
C -0.61 1.46 -4.15 0.007
C -0.39 1.84 -5.47 -0.002
C -0.09 3.17 -5.77 0.005
C -0.03 4.11 -4.75 0.002
C -0.25 3.73 -3.43 0.010
C -3.43 0.64 -0.81 -0.007
C -4.81 0.60 -1.07 0.004
C -1.12 -1.87 1.52 0.026
C -1.66 -2.19 2.75 -0.001
C -1.67 -3.50 3.25 -0.002
C -1.15 -4.50 2.46 0.002
C -1.03 -5.98 2.68 0.000
C -0.35 -6.52 1.40 0.000
C -0.10 -5.31 0.55 -0.001
C 0.49 -5.16 -0.67 0.001
C 0.69 -3.86 -1.16 -0.002
C 0.27 -2.72 -0.50 -0.029
P 1.01 -1.13 -1.05 0.098
C 0.80 -1.26 -2.87 0.024
C -0.36 -1.82 -3.40 0.020
C -0.52 -1.93 -4.77 -0.001
C 0.48 -1.49 -5.63 0.005
C 1.63 -0.91 -5.11 -0.003
C 1.79 -0.79 -3.73 0.005
C 2.84 -1.15 -0.94 -0.021
C 3.44 0.09 -0.74 0.094
C 4.82 0.21 -0.67 0.014
C 5.61 -0.92 -0.80 0.000
C 5.02 -2.16 -1.00 0.001
C 3.64 -2.28 -1.08 0.000
C -0.48 -2.85 0.71 -0.001
C -0.58 -4.16 1.22 0.002
H -3.44 -2.17 1.13 0.001
H -5.80 -2.24 0.50 0.000
H -7.77 0.00 -0.22 0.000
H -7.48 -0.90 -1.69 0.000
H -7.55 2.03 -1.38 0.000
H -7.34 1.14 -2.88 0.000
H -5.28 3.37 -2.98 0.000
H -2.85 3.40 -2.72 -0.001
H 1.55 3.26 -1.10 -0.026
H 2.13 5.51 -0.28 -0.008
H 0.38 6.99 0.58 -0.008
H -1.98 6.24 0.67 -0.006
H -2.63 4.05 -0.16 0.004
H -0.85 0.43 -3.92 0.008
H -0.44 1.11 -6.26 0.000
H 0.08 3.47 -6.79 0.000
H 0.19 5.14 -4.98 0.000
H -0.20 4.48 -2.65 0.001
H -2.11 -1.39 3.32 0.002
H -2.10 -3.70 4.22 0.000
H -2.00 -6.45 2.86 0.000
H -0.42 -6.18 3.57 0.000
H -0.97 -7.25 0.88 0.000
H 0.59 -7.03 1.63 0.000
H 0.85 -6.01 -1.24 0.000
H 1.22 -3.75 -2.10 0.000
H -1.13 -2.18 -2.74 0.001
H -1.42 -2.39 -5.17 0.000
H 0.36 -1.59 -6.70 0.000
H 2.41 -0.56 -5.77 0.000
H 2.69 -0.35 -3.34 0.002
H 2.82 0.98 -0.63 -0.017
H 5.27 1.18 -0.50 0.000
H 6.69 -0.83 -0.74 0.000
H 5.64 -3.04 -1.10 0.000
H 3.18 -3.26 -1.19 0.000
C 0.51 1.09 5.19 -0.018
C 1.65 0.08 5.21 0.002
C 2.89 0.50 4.36 -0.012
C 3.66 1.65 5.02 -0.001
C 4.94 2.05 4.29 0.001
C 3.75 -0.75 4.27 0.001
O 4.67 -1.01 5.00 0.000
N 3.30 -1.63 3.32 0.001
C 2.32 -1.40 2.36 0.011
O 1.94 -2.35 1.71 -0.001
N 1.86 -0.12 2.17 0.107
C 2.38 0.86 2.97 0.061
O 2.42 2.03 2.58 0.025
H -0.26 0.78 5.89 0.002
H 0.05 1.16 4.20 0.022
H 0.85 2.08 5.49 -0.003
H 1.27 -0.88 4.84 0.000
H 2.00 -0.08 6.23 0.001
H 3.91 1.33 6.03 0.000
H 2.99 2.51 5.09 0.001
H 5.64 1.21 4.25 0.000
H 5.42 2.87 4.81 0.000
H 4.71 2.37 3.27 0.000
H 3.73 -2.54 3.29 0.000
S 0.11 3.21 2.30 1.406
C 0.37 2.77 0.71 0.176


Record 2
114
Properties=species:S:1:pos:R:3:lowdin_charge:R:1 method="wB97M-V/def2-TZVPD" total_charge=0 gap_ev=3.755 max_force_ev_per_a=2.73 relative_energy_kj_mol=0.00
C 2.96 4.56 3.89 -0.101
C 3.44 3.94 2.66 -0.259
C 3.71 2.47 2.58 -0.389
C 5.13 2.00 2.86 -0.001
O 2.83 1.67 2.24 0.026
C 4.16 4.68 1.62 -0.497
C 4.49 6.13 1.84 -0.022
O 4.41 4.12 0.54 -0.024
H 2.15 5.28 3.69 0.083
H 2.55 3.81 4.58 0.080
H 3.76 5.10 4.43 0.079
H 5.76 2.25 2.00 0.092
H 5.53 2.48 3.76 0.087
H 5.12 0.92 2.99 0.077
H 5.06 6.25 2.77 0.077
H 5.10 6.48 1.01 0.077
H 3.59 6.75 1.90 0.084
F -0.01 2.32 -5.34 0.037
C -0.67 1.92 -4.20 -0.232
C -2.03 1.56 -4.33 0.078
C -2.67 1.16 -3.18 -0.243
F -4.00 0.85 -3.25 0.047
C -2.10 1.19 -1.88 -0.089
C -0.72 1.65 -1.80 -0.288
C -0.28 2.04 -0.49 -0.005
C 0.96 2.63 -0.25 -0.025
C 1.19 3.42 0.86 0.054
C 0.11 3.73 1.75 -0.172
C 0.22 3.41 3.12 0.033
C -0.82 3.70 3.99 -0.218
F -0.62 3.49 5.34 0.042
C -2.04 4.22 3.55 0.076
C -2.19 4.38 2.18 -0.236
F -3.44 4.69 1.68 0.032
C -1.14 4.21 1.28 0.039
Pd -0.92 -0.60 -1.24 0.363
P 0.50 -2.07 -2.20 0.946
C 1.52 -1.13 -3.36 -0.381
C 2.59 -0.36 -2.86 -0.111
C 3.32 0.45 -3.73 -0.084
C 2.98 0.50 -5.08 -0.090
C 1.92 -0.27 -5.57 -0.089
C 1.20 -1.10 -4.72 -0.087
C 1.70 -3.04 -1.26 -0.362
C 2.87 -3.49 -1.89 -0.094
C 3.76 -4.30 -1.20 -0.077
C 3.51 -4.66 0.12 -0.079
C 2.36 -4.18 0.77 -0.070
C 1.47 -3.36 0.09 -0.076
C -0.55 -3.20 -3.16 -0.364
C -0.25 -4.57 -3.25 -0.072
C -1.14 -5.42 -3.91 -0.085
C -2.33 -4.93 -4.44 -0.085
C -2.64 -3.57 -4.34 -0.079
C -1.73 -2.70 -3.73 -0.123
P -1.83 -1.22 0.73 0.951
C -3.51 -0.54 0.73 -0.366
C -4.54 -1.25 0.08 -0.079
C -5.78 -0.63 -0.12 -0.078
C -6.00 0.67 0.34 -0.086
C -4.98 1.37 1.00 -0.076
C -3.75 0.76 1.20 -0.128
C -1.97 -3.02 0.94 -0.359
C -1.59 -3.64 2.15 -0.081
C -1.54 -5.03 2.22 -0.081
C -1.85 -5.81 1.11 -0.081
C -2.23 -5.20 -0.09 -0.072
C -2.31 -3.81 -0.17 -0.116
C -1.16 -0.60 2.28 -0.378
C -2.02 -0.47 3.39 -0.110
C -1.53 -0.03 4.61 -0.074
C -0.17 0.19 4.77 -0.079
C 0.70 0.01 3.69 -0.085
C 0.21 -0.34 2.43 -0.078
C 0.00 1.95 -2.99 0.040
H -2.52 1.61 -5.29 0.137
H -2.76 1.34 -1.02 0.102
H -1.01 1.96 0.32 0.108
H 1.80 2.45 -0.93 0.129
H 2.16 3.84 1.00 0.077
H 1.12 2.89 3.45 0.099
H -2.84 4.43 4.25 0.133
H -1.27 4.42 0.22 0.139
H 2.84 -0.40 -1.80 0.115
H 4.14 1.04 -3.34 0.110
H 3.53 1.15 -5.76 0.104
H 1.64 -0.21 -6.62 0.108
H 0.39 -1.72 -5.11 0.099
H 3.07 -3.20 -2.93 0.112
H 4.66 -4.65 -1.71 0.105
H 4.20 -5.30 0.65 0.104
H 2.16 -4.46 1.81 0.107
H 0.58 -2.96 0.60 0.069
H 0.67 -4.96 -2.81 0.104
H -0.90 -6.48 -3.99 0.105
H -3.04 -5.60 -4.92 0.104
H -3.57 -3.17 -4.73 0.107
H -1.96 -1.63 -3.67 0.086
H -4.37 -2.26 -0.27 0.090
H -6.57 -1.17 -0.64 0.105
H -6.97 1.15 0.19 0.102
H -5.15 2.38 1.36 0.102
H -2.97 1.31 1.74 0.097
H -1.34 -3.04 3.02 0.102
H -1.24 -5.51 3.16 0.105
H -1.78 -6.90 1.16 0.103
H -2.46 -5.80 -0.97 0.103
H -2.59 -3.33 -1.11 0.086
H -3.08 -0.71 3.29 0.114
H -2.22 0.12 5.44 0.109
H 0.23 0.51 5.73 0.110
H 1.77 0.15 3.83 0.098
H 0.89 -0.40 1.58 0.101
H 1.03 2.29 -2.93 0.123


Record 3
118
Properties=species:S:1:pos:R:3:lowdin_charge:R:1 method="wB97M-V/def2-TZVPD" total_charge=+2 gap_ev=5.476 max_force_ev_per_a=1.93 relative_energy_kj_mol=150.00
W -0.35 -0.18 0.04 1.726
N 1.29 -1.68 -0.79 -0.026
C 1.17 -2.95 -0.04 -0.101
C 0.93 -2.60 1.38 -0.478
O 1.25 -3.26 2.32 0.175
N 0.23 -1.37 1.51 -0.103
C 0.01 -0.91 2.89 -0.057
C -0.46 0.52 2.87 -0.532
O -0.72 1.18 3.80 0.190
O -0.50 0.95 1.55 -0.299
H 1.26 -1.88 -1.78 0.099
H 2.23 -1.34 -0.59 0.034
H 2.05 -3.58 -0.12 0.150
H 0.30 -3.49 -0.40 0.105
H 0.91 -0.99 3.48 0.122
H -0.75 -1.52 3.40 0.143
C 4.76 5.44 -2.87 -0.018
C 4.28 3.98 -2.94 -0.420
C 5.02 3.25 -4.08 0.002
C 2.78 3.93 -3.23 -0.078
C 2.18 4.75 -4.18 0.015
C 0.83 4.63 -4.49 -0.034
C 0.05 3.67 -3.86 -0.047
C 0.63 2.85 -2.91 -0.247
P -0.32 1.42 -2.25 1.096
C -1.95 2.18 -2.00 -0.375
C -2.95 2.32 -2.96 -0.082
C -4.10 3.04 -2.66 -0.041
C -4.24 3.66 -1.43 -0.035
C -3.23 3.56 -0.48 -0.053
C -2.09 2.83 -0.77 -0.134
C -0.21 0.35 -3.73 -0.375
C 1.09 0.07 -4.15 -0.096
C 1.31 -0.73 -5.26 -0.052
C 0.23 -1.24 -5.97 -0.048
C -1.06 -0.97 -5.56 -0.040
C -1.29 -0.19 -4.43 -0.092
C 1.97 3.00 -2.61 -0.222
O 2.43 2.12 -1.68 -0.043
C 3.63 2.40 -1.07 -0.205
C 3.81 1.76 0.14 -0.267
C 5.00 1.94 0.82 -0.058
C 5.98 2.76 0.28 -0.034
C 5.75 3.41 -0.93 0.009
C 4.56 3.26 -1.63 -0.081
P 2.43 0.79 0.91 1.145
C 3.45 -0.64 1.46 -0.366
C 3.50 -1.20 2.73 -0.097
C 4.34 -2.27 3.01 -0.040
C 5.14 -2.81 2.02 -0.042
C 5.09 -2.28 0.73 -0.048
C 4.26 -1.20 0.46 -0.128
C 2.13 2.00 2.24 -0.371
C 1.53 3.18 1.79 -0.105
C 1.34 4.25 2.64 -0.044
C 1.76 4.15 3.97 -0.044
C 2.34 2.99 4.43 -0.046
C 2.53 1.91 3.57 -0.071
H 4.61 5.95 -3.82 0.085
H 5.83 5.49 -2.66 0.084
H 4.24 5.99 -2.09 0.108
H 4.83 3.74 -5.04 0.096
H 4.70 2.21 -4.15 0.092
H 6.10 3.26 -3.90 0.097
H 2.77 5.48 -4.71 0.124
H 0.39 5.27 -5.24 0.120
H -1.00 3.57 -4.12 0.110
H -2.85 1.88 -3.94 0.097
H -4.88 3.14 -3.41 0.120
H -5.13 4.23 -1.20 0.122
H -3.32 4.06 0.48 0.118
H -1.30 2.78 -0.04 0.084
H 1.94 0.49 -3.61 0.103
H 2.33 -0.95 -5.58 0.116
H 0.40 -1.85 -6.86 0.119
H -1.90 -1.38 -6.11 0.121
H -2.30 -0.05 -4.09 0.099
H 5.16 1.47 1.78 0.123
H 6.92 2.90 0.80 0.119
H 6.53 4.05 -1.33 0.122
H 2.89 -0.82 3.54 0.081
H 4.36 -2.68 4.01 0.125
H 5.80 -3.64 2.24 0.121
H 5.73 -2.68 -0.05 0.118
H 4.31 -0.75 -0.52 0.113
H 1.20 3.25 0.75 0.101
H 0.89 5.16 2.27 0.116
H 1.62 4.99 4.64 0.118
H 2.65 2.90 5.46 0.119
H 3.01 1.02 3.96 0.089
F -3.96 -6.30 -2.15 0.098
C -3.33 -5.14 -1.98 -0.274
C -1.98 -5.07 -2.24 0.021
C -1.34 -3.85 -2.07 -0.063
C -2.01 -2.71 -1.64 -0.275
C -1.28 -1.39 -1.60 -0.278
C -3.39 -2.83 -1.42 -0.043
C -4.05 -4.03 -1.58 0.027
H -1.45 -5.96 -2.58 0.132
H -0.28 -3.79 -2.33 0.109
H -0.49 -1.47 -2.33 0.021
H -1.99 -0.67 -2.00 0.032
H -3.97 -1.96 -1.13 0.113
H -5.12 -4.12 -1.41 0.134
Cl -3.83 1.50 2.70 0.778
C -3.49 -0.20 2.76 -0.588
C -3.85 -0.88 3.92 -0.081
C -3.65 -2.24 4.01 -0.051
C -3.09 -2.93 2.94 -0.057
C -2.72 -2.24 1.80 -0.073
C -2.89 -0.86 1.68 -0.291
C -2.50 -0.06 0.44 -0.206
H -4.30 -0.32 4.74 0.117
H -3.94 -2.77 4.91 0.120
H -2.95 -4.00 2.99 0.119
H -2.29 -2.78 0.98 0.095
H -2.75 0.96 0.66 -0.005
H -3.12 -0.38 -0.39 0.052


Record 4
120
Properties=species:S:1:pos:R:3:mulliken_spin:R:1 method="wB97M-V/def2-TZVPD" total_charge=0 spin_multiplicity=4 gap_ev="7.461 / 7.348" max_force_ev_per_a=1.37 relative_energy_kj_mol=0.00 s_squared=3.7573
Co 0.63 -0.21 -0.57 2.810
O 5.80 -1.02 3.72 0.001
C 5.92 -0.30 2.71 0.000
O 6.82 0.48 2.35 0.000
C 4.72 -0.38 1.74 0.002
C 3.80 -1.42 1.84 -0.003
C 2.68 -1.41 1.04 0.005
N 2.47 -0.41 0.18 0.049
C 3.34 0.60 0.06 0.038
C 4.49 0.63 0.82 -0.004
C 2.89 1.63 -0.92 -0.012
C 3.72 2.62 -1.41 0.002
C 3.21 3.50 -2.36 -0.002
C 1.90 3.36 -2.79 0.001
C 1.13 2.34 -2.24 -0.002
N 1.62 1.51 -1.33 0.011
C 1.56 -2.40 1.09 0.027
C 1.65 -3.59 1.79 -0.003
C 0.54 -4.44 1.82 0.000
C -0.61 -4.07 1.13 0.003
C -0.61 -2.88 0.43 0.010
N 0.44 -2.07 0.42 0.007
H 3.97 -2.17 2.60 0.001
H 5.22 1.43 0.75 0.001
H 4.74 2.69 -1.07 0.000
H 3.84 4.28 -2.77 0.000
H 1.47 4.01 -3.53 0.000
H 0.11 2.17 -2.53 0.002
H 2.56 -3.86 2.30 0.001
H 0.59 -5.37 2.35 0.000
H -1.48 -4.71 1.12 0.000
H -1.45 -2.56 -0.16 -0.003
O 0.63 0.21 2.20 0.002
P 0.10 1.12 3.25 0.008
C -0.96 2.44 2.60 -0.001
P -1.75 2.15 0.97 0.013
O -0.90 1.43 -0.02 0.017
C -2.15 3.83 0.48 0.001
C -2.98 4.65 1.25 0.001
C -3.21 5.96 0.87 0.000
C -2.62 6.46 -0.29 0.000
C -1.80 5.65 -1.05 0.000
C -1.56 4.34 -0.67 -0.001
C -3.27 1.25 1.31 0.001
C -3.12 -0.01 1.88 -0.001
C -4.23 -0.80 2.12 -0.001
C -5.50 -0.35 1.76 0.000
C -5.65 0.90 1.17 0.000
C -4.54 1.70 0.94 0.001
C 1.39 1.95 4.17 0.000
C 2.60 1.28 4.28 0.000
C 3.66 1.84 4.97 0.000
C 3.50 3.09 5.56 0.000
C 2.29 3.76 5.47 0.000
C 1.23 3.20 4.78 0.000
C -0.91 0.20 4.43 0.000
C -1.64 0.82 5.44 0.000
C -2.40 0.06 6.31 0.000
C -2.43 -1.33 6.18 0.000
C -1.69 -1.95 5.19 0.000
C -0.93 -1.19 4.31 0.000
H -0.32 3.31 2.44 0.000
H -1.74 2.70 3.31 0.000
H -3.43 4.27 2.16 0.000
H -3.85 6.59 1.47 0.000
H -2.81 7.48 -0.59 0.000
H -1.33 6.04 -1.95 0.000
H -0.92 3.70 -1.26 0.000
H -2.13 -0.38 2.13 0.000
H -4.11 -1.78 2.57 0.000
H -6.37 -0.96 1.95 0.000
H -6.63 1.24 0.88 0.000
H -4.66 2.66 0.46 0.000
H 2.72 0.31 3.81 0.000
H 4.60 1.31 5.03 0.000
H 4.33 3.54 6.10 0.000
H 2.17 4.74 5.94 0.000
H 0.29 3.74 4.70 0.000
H -1.61 1.89 5.56 0.000
H -2.97 0.54 7.10 0.000
H -3.02 -1.92 6.87 0.000
H -1.71 -3.03 5.09 0.000
H -0.36 -1.66 3.52 -0.001
C -2.89 -0.53 -4.33 0.002
C -1.46 -0.78 -4.82 0.005
C -1.48 -1.63 -6.10 0.001
C -0.84 0.58 -5.16 0.000
Si -0.39 -1.59 -3.48 0.021
O -0.39 -0.70 -2.14 -0.017
C -0.90 -3.38 -3.12 0.005
C -2.11 -3.99 -3.46 0.000
C -2.37 -5.33 -3.15 0.000
C -1.42 -6.09 -2.49 0.000
C -0.20 -5.51 -2.15 0.000
C 0.04 -4.18 -2.47 -0.004
C 1.37 -1.79 -4.16 -0.004
C 1.72 -2.82 -5.04 -0.002
C 3.02 -2.96 -5.50 0.000
C 4.01 -2.09 -5.08 0.000
C 3.69 -1.06 -4.21 0.001
C 2.38 -0.91 -3.76 0.020
H -3.45 0.04 -5.08 0.000
H -2.89 0.05 -3.40 -0.001
H -3.44 -1.45 -4.13 0.000
H -2.19 -1.21 -6.82 0.000
H -1.77 -2.67 -5.91 0.000
H -0.49 -1.65 -6.57 0.000
H -1.37 1.03 -6.01 0.000
H 0.22 0.50 -5.43 0.000
H -0.92 1.27 -4.31 0.000
H -2.88 -3.43 -3.97 0.001
H -3.32 -5.77 -3.43 0.000
H -1.61 -7.13 -2.26 0.000
H 0.55 -6.09 -1.64 0.000
H 1.01 -3.75 -2.21 0.000
H 0.96 -3.53 -5.36 0.000
H 3.26 -3.77 -6.18 0.000
H 5.03 -2.21 -5.43 0.000
H 4.46 -0.37 -3.87 0.000
H 2.15 -0.10 -3.08 -0.007